1.
Below is a single C3H7NSi molecule in a non-equilibrium geometry, with properties calculated with ωB97M-V/def2-TZVPD.

DFT total energy	-462.532281	Ha
total charge	0
<S²>	2.007
energy above the lowest of the compared OMol25 structures with the same formula, charge and spin	27.7	kcal per mole
frontier orbital gap (alpha / beta)	7.68 / 7.55	eV
multiplicity	3

Last columns: bonded neighbours and bond lengths (Å).
Element x y z (Å)
1 C -1.332 -0.162 1.674  C2 1.328, H6 1.119, H7 1.065
2 C -0.282 -0.599 0.989  C1 1.328, Si5 2.023, H8 1.135
3 C 1.784 0.276 -1.204  N4 1.350, Si5 1.831, H9 1.100
4 N 1.793 1.444 -0.527  C3 1.350, H10 1.038
5 Si 0.188 -0.590 -0.979  C2 2.023, C3 1.831, H11 1.491, H12 1.465
6 H -1.361 -0.054 2.788  C1 1.119
7 H -2.262 0.063 1.206  C1 1.065
8 H 0.551 -0.889 1.703  C2 1.135
9 H 2.489 0.035 -2.013  C3 1.100
10 H 2.485 2.158 -0.825  N4 1.038
11 H -0.574 0.502 -1.650  Si5 1.491
12 H 0.390 -1.851 -1.697  Si5 1.465

---

2.
Below is 2 unconnected molecules or ions with the total composition C3H7O in a non-equilibrium geometry, with properties calculated with ωB97M-V/def2-TZVPD.

DFT total energy	-193.702371	Ha
total charge	-1
energy above the lowest of the compared OMol25 structures with the same formula, charge and spin	18.0	kcal per mole
frontier orbital gap	6.14	eV
multiplicity	1

Last columns: bonded neighbours and bond lengths (Å).
Element x y z (Å)
1 C -0.892 1.277 1.076  O2 1.291, C3 1.435, H5 1.139
2 O -1.464 1.871 2.069  C1 1.291
3 C -1.355 0.953 -0.243  C1 1.435, H6 1.055, H7 1.081
4 C 1.308 -1.265 -0.472  H8 1.086, H9 1.098, H10 1.117, H11 1.121
5 H 0.061 0.776 1.448  C1 1.139
6 H -2.267 0.943 -0.772  C3 1.055
7 H -0.658 0.554 -0.966  C3 1.081
8 H 1.403 -1.788 0.475  C4 1.086
9 H 0.287 -0.906 -0.661  C4 1.098
10 H 2.051 -0.447 -0.634  C4 1.117
11 H 1.526 -1.969 -1.318  C4 1.121

---

3.
Below is 2 unconnected molecules or ions with the total composition C3H7O in a non-equilibrium geometry, with properties calculated with ωB97M-V/def2-TZVPD.

DFT total energy	-193.579596	Ha
total charge	0
<S²>	0.756
energy above the lowest of the compared OMol25 structures with the same formula, charge and spin	53.1	kcal per mole
frontier orbital gap (alpha / beta)	10.63 / 8.00	eV
multiplicity	2

Last columns: bonded neighbours and bond lengths (Å).
Element x y z (Å)
1 C -0.311 -2.615 -3.116  O2 1.317, H3 1.116, H4 1.107, H5 1.292
2 O -1.518 -2.151 -3.366  C1 1.317
3 H -0.413 -3.564 -2.538  C1 1.116
4 H 0.270 -2.895 -4.017  C1 1.107
5 H 0.475 -1.910 -2.372  C1 1.292
6 C 1.369 -0.415 -0.006  C7 1.367, H8 1.093, H9 1.092
7 C 1.750 -0.881 -1.234  C6 1.367, H10 1.095, H11 1.097
8 H 0.841 0.536 0.099  C6 1.093
9 H 1.426 -1.049 0.882  C6 1.092
10 H 1.968 -0.149 -2.018  C7 1.095
11 H 2.502 -1.678 -1.271  C7 1.097

---

4.
Below is 3 unconnected molecules or ions with the total composition C3H7O2 in a non-equilibrium geometry, with properties calculated with ωB97M-V/def2-TZVPD.

DFT total energy	-268.904502	Ha
total charge	-1
energy above the lowest of the compared OMol25 structures with the same formula, charge and spin	85.0	kcal per mole
frontier orbital gap	6.37	eV
multiplicity	1

Last columns: bonded neighbours and bond lengths (Å).
Element x y z (Å)
1 C 1.149 0.716 0.465  O2 1.215, H3 1.104, H4 1.119
2 O 2.272 0.995 0.096  C1 1.215
3 H 0.851 -0.335 0.629  C1 1.104
4 H 0.555 1.593 0.824  C1 1.119
5 H 2.089 0.351 -5.338  H12 0.742
6 C -1.646 -1.075 0.770  C7 1.384, H9 1.080, H10 1.100
7 C -1.438 -0.380 1.949  C6 1.384, O8 1.252, H11 1.218
8 O -2.192 0.449 2.508  C7 1.252
9 H -1.193 -2.034 0.567  C6 1.080
10 H -2.521 -0.780 0.173  C6 1.100
11 H -0.312 -0.468 2.407  C7 1.218
12 H 2.386 0.968 -5.050  H5 0.742